Computed, not measured: a cluster of 8 separate species, C44H106N2O2 in total at a distorted geometry, with ωB97M-V/def2-TZVPD.

## Properties
SMILES string = COC[C@H](C)N.COC[C@H](C)N.CCCCCC.CCCCCC.CCCCCC.CCCCCC.CCCCCC.CCCCCC
HOMO energy = -0.328 hartree
Orbital gap = 9.323 eV
LUMO = 0.395 eV
Calculated total energy = -1999.79202 Ha

Geometry as XYZ:
```
154
Properties=species:S:1:pos:R:3:forces:R:3
C 5.167905 18.377944 17.597934 -0.61 2.38 0.87
O 5.749020 18.986910 16.462814 0.04 -0.61 0.36
C 4.935963 18.717935 15.336363 2.55 0.54 -0.90
C 5.432092 19.674742 14.206015 0.96 -1.19 1.29
C 5.350368 21.137698 14.516559 -0.62 -0.32 0.89
N 4.753342 19.352156 13.000681 -1.38 0.37 -0.63
H 5.787045 18.594274 18.468538 0.43 -0.64 -0.17
H 4.769639 17.363850 17.564805 0.54 -0.23 -0.48
H 4.341353 19.068668 17.764715 -0.87 -0.47 0.55
H 5.315553 17.734050 15.060735 -0.92 -0.56 -0.59
H 3.865595 18.720048 15.542321 -0.10 0.30 -0.08
H 6.450745 19.402724 13.929536 0.76 0.07 1.24
H 5.512492 21.769278 13.643098 -0.10 -0.03 0.00
H 6.041736 21.422421 15.309684 -0.04 -0.04 -0.08
H 4.333833 21.212673 14.902725 -0.16 0.90 -0.08
H 5.133230 20.100057 12.438168 -0.32 -0.55 -1.35
H 5.130170 18.448594 12.752356 -0.17 0.03 -0.87
C -0.435740 17.366208 8.148824 -0.36 -0.58 -0.22
O 0.488725 18.430095 8.116050 -2.68 0.16 -0.65
C 1.787841 18.054984 7.917684 1.78 0.57 0.30
C 2.576215 19.405434 7.775642 1.01 -1.94 -1.82
C 4.067213 19.210816 7.564282 1.00 -1.97 1.41
N 2.361713 20.190272 8.894076 -1.01 2.23 1.46
H -0.338762 16.693702 9.001139 0.45 0.13 0.44
H -0.364872 16.713024 7.279089 0.29 0.07 -0.36
H -1.475058 17.694387 8.163249 0.24 0.65 0.05
H 2.036545 17.541844 8.846627 1.04 -0.27 0.12
H 1.990518 17.386271 7.081117 -0.40 -0.14 -0.36
H 2.221578 19.890774 6.866364 -0.57 0.24 0.14
H 4.340837 18.466470 8.312050 0.05 -0.55 0.44
H 4.767455 19.969123 7.914627 -0.58 0.81 -0.73
H 4.429406 18.684225 6.681322 -0.39 0.59 -0.50
H 2.658230 19.794235 9.774608 0.28 -0.33 -0.05
H 1.360896 20.307727 8.962501 -0.13 0.31 0.37
C 9.920060 17.552852 19.915391 -0.45 -0.77 1.10
C 9.848911 16.667214 21.225629 0.40 2.15 -1.46
C 9.786254 15.187898 20.890114 -0.38 0.25 1.41
C 10.005271 14.387199 22.166056 1.58 -0.43 -0.08
C 10.499340 12.948315 21.865244 -2.46 -0.57 0.04
C 9.256605 12.125823 21.312842 2.02 0.44 -0.11
H 9.018933 17.361735 19.332690 0.10 -0.18 -0.27
H 10.809139 17.293058 19.340823 -0.07 0.24 -0.11
H 9.866921 18.614573 20.156279 0.41 0.02 0.00
H 10.691338 16.941275 21.860693 0.59 -0.46 -0.21
H 9.065721 17.149183 21.810800 -0.78 -0.90 0.05
H 10.567942 14.925726 20.177155 -0.30 0.09 -0.38
H 8.769839 14.925416 20.596668 0.19 0.07 -0.94
H 10.807132 14.890295 22.706437 -0.12 0.12 0.41
H 9.063832 14.490126 22.705676 0.21 -0.60 0.53
H 11.352136 12.948171 21.186404 -0.22 0.20 -0.36
H 10.834983 12.311871 22.684011 0.07 0.72 0.67
H 8.415329 12.211301 22.000620 0.04 -0.02 -0.11
H 9.009124 12.482365 20.312982 -0.31 -0.17 0.06
H 9.622301 11.100065 21.266037 -0.56 -0.20 -0.23
C 3.320223 12.071651 18.299757 0.59 0.19 -1.07
C 2.433618 13.132522 17.598936 -0.20 -0.46 0.65
C 2.309171 12.894024 16.060475 -0.51 1.17 0.92
C 1.354452 13.940008 15.422607 -0.94 -0.78 -0.11
C 0.982237 13.774902 13.915912 0.21 0.65 -0.08
C 1.962475 14.452683 12.946106 0.20 -0.38 0.30
H 3.452633 12.034734 19.381047 -0.63 0.54 0.07
H 4.334280 12.196024 17.919863 0.19 -0.19 -0.12
H 2.987273 11.082226 17.986241 -0.01 -0.10 0.02
H 1.459450 13.067726 18.083569 -0.45 -0.14 -0.36
H 2.716148 14.154182 17.852920 0.53 0.07 -0.27
H 1.898058 11.889457 15.960868 0.10 -0.06 -0.42
H 3.288591 12.967620 15.587789 0.12 -0.26 0.02
H 0.390293 13.878512 15.927280 -0.13 -0.43 0.34
H 1.618232 14.961319 15.697302 0.63 0.13 -0.45
H 0.852974 12.731647 13.627795 0.32 -0.25 0.29
H -0.018559 14.176963 13.758326 -0.06 0.29 0.11
H 2.008768 15.534532 13.070767 0.03 0.00 0.26
H 2.942184 14.020402 13.149564 0.28 0.25 -0.12
H 1.764133 14.285735 11.887386 -0.27 -0.22 0.04
C 5.527015 12.772369 8.118600 -0.04 3.15 0.20
C 5.858122 11.407227 7.835415 0.84 -3.73 -1.70
C 6.386052 11.010291 6.365209 -1.93 0.19 1.08
C 6.351922 9.494124 6.047874 0.77 0.85 -1.65
C 4.981982 8.820729 5.815439 0.26 -0.64 2.23
C 5.139107 7.313194 5.687820 0.07 -1.17 -0.36
H 5.196428 13.361958 7.263496 -0.12 -0.17 -0.29
H 6.418891 13.288069 8.474572 -0.14 0.36 0.25
H 4.722464 12.861265 8.848593 0.21 0.07 0.24
H 6.592071 11.039721 8.552602 0.19 -0.06 0.06
H 4.972195 10.814603 8.063525 -0.05 -0.42 -0.41
H 7.316122 11.512282 6.098639 0.34 -0.36 0.39
H 5.684338 11.425452 5.641791 -0.30 0.37 0.03
H 6.847929 9.433392 5.079169 0.37 -0.11 -0.21
H 7.026057 8.942483 6.703101 -0.46 -0.29 0.35
H 4.498491 8.977416 6.779700 -0.77 0.08 -0.09
H 4.316400 9.175341 5.028464 0.51 0.54 -0.08
H 5.598113 6.811986 6.539988 0.58 0.50 0.15
H 4.246207 6.692447 5.613589 -0.71 0.67 -0.17
H 5.685590 7.019111 4.791741 0.38 0.17 -0.02
C -3.827135 13.290000 17.729920 -0.32 -0.74 -0.80
C -3.942557 11.788636 17.295248 1.52 0.46 0.32
C -4.054509 11.478867 15.780406 -1.06 0.16 1.36
C -3.878309 9.957483 15.478943 -0.36 0.95 0.43
C -4.772206 8.942706 16.225476 -1.20 1.85 -0.02
C -6.311830 9.020841 15.857002 1.43 -0.37 -0.06
H -3.270353 13.870989 16.994707 -0.27 0.03 -0.37
H -3.223979 13.438411 18.625619 -0.43 -0.34 0.32
H -4.837477 13.682229 17.846010 0.21 0.43 0.11
H -3.006550 11.359891 17.653232 0.14 -0.45 -0.01
H -4.720726 11.286362 17.869939 -0.16 0.12 -0.11
H -3.369808 12.120920 15.226293 0.36 -0.34 -0.06
H -5.034709 11.889066 15.537423 -0.34 -0.38 -0.58
H -4.024797 9.810298 14.408907 0.38 -0.14 -0.12
H -2.853737 9.753730 15.790128 0.22 -0.22 -0.43
H -4.256670 7.984735 16.157540 -0.67 -0.25 -0.11
H -4.857054 9.234275 17.272325 0.79 -0.31 0.28
H -6.761934 8.153399 16.339763 -0.43 0.08 -0.35
H -6.762010 9.927436 16.261386 0.17 0.00 0.28
H -6.512040 9.084626 14.787452 0.05 -0.51 -0.09
C -3.870649 18.472753 12.984205 -0.75 0.35 0.03
C -5.360562 18.326497 13.158686 -1.19 -0.90 -0.12
C -6.000219 19.060717 14.290135 -0.69 0.57 1.37
C -7.555898 18.934863 14.468070 0.67 0.85 -0.45
C -8.007853 19.221173 15.918074 -1.23 -0.11 1.72
C -9.531118 19.148494 16.245568 0.04 -1.46 -1.45
H -3.675904 17.899154 12.078035 0.85 0.08 0.20
H -3.356184 18.123679 13.879508 0.25 -0.19 -0.26
H -3.646421 19.530936 12.849767 0.32 -0.03 -0.21
H -5.880165 18.535147 12.223504 0.02 0.21 -0.20
H -5.596992 17.284803 13.375651 0.12 -0.40 -0.30
H -5.680973 20.102907 14.295555 -0.22 0.28 -0.05
H -5.589920 18.649141 15.212291 0.24 -0.03 0.21
H -8.060597 19.562040 13.733206 -0.01 0.68 0.18
H -7.862047 17.972483 14.057957 -0.04 -0.59 0.81
H -7.561021 18.504729 16.607383 0.39 -0.25 -0.21
H -7.821531 20.171952 16.417476 1.28 0.48 -0.98
H -9.909207 19.039364 17.262058 0.90 0.59 0.41
H -10.074778 19.959419 15.760863 -0.14 -0.22 -0.13
H -9.801483 18.166601 15.857129 -0.80 0.09 -0.59
C 1.124469 6.046069 19.632846 0.25 1.34 0.99
C 0.681192 6.781434 20.989745 1.08 -0.81 -0.32
C 1.651793 6.577625 22.193856 0.30 0.29 -1.09
C 1.829170 5.130879 22.493890 -1.19 -1.36 0.28
C 2.401473 4.800784 23.848982 -0.50 -0.02 0.07
C 2.062178 3.356988 24.292258 1.30 0.69 0.33
H 1.405543 4.995766 19.709995 -0.34 0.03 0.31
H 2.014980 6.563125 19.275423 0.23 -0.01 0.01
H 0.410560 6.171813 18.818839 -0.32 -0.09 0.28
H 0.639783 7.859915 20.837204 -0.39 -0.06 -0.37
H -0.285459 6.395938 21.313896 -0.17 0.19 -0.12
H 1.330549 7.124082 23.080593 -0.57 -0.12 0.03
H 2.633987 7.019216 22.025414 0.18 0.16 -0.51
H 0.852720 4.646692 22.479331 -0.61 0.22 0.11
H 2.284543 4.540228 21.698992 0.73 0.37 -0.09
H 3.467288 5.022861 23.795964 0.24 -0.43 0.42
H 1.996400 5.486290 24.593365 -0.13 0.21 -0.06
H 1.090740 2.959283 23.998584 0.10 0.28 -0.41
H 2.892927 2.760789 23.914743 -0.39 -0.64 0.09
H 2.073353 3.327546 25.381803 0.19 -0.24 0.04
```
Positions in Å, forces in eV/Å.

Atom charges from the Löwdin analysis, given in e for atoms 1 to 6: C -0.12; O -0.20; C -0.19; C -0.50; C -0.05; N 0.02